# 1
Molecular formula: C39H51N4O2
Method: DFT, ωB97M-V/def2-TZVPD

Results
**LUMO energy**: -4.08 eV
**Frontier orbital gap**: 5.4854 eV

The geometry in ORCA input format:
```
! RIJCOSX wB97M-V def2-TZVPD def2/J DEFGRID3
* xyz 1 1
C -4.1459 -1.7232 -3.9722
O -4.5298 -2.1585 -2.6580
C -4.1329 -1.3554 -1.6593
O -3.5808 -0.2820 -1.8277
C -4.4990 -1.9618 -0.3296
C -5.9521 -1.6209 0.0515
C -5.8857 -1.0485 1.4595
C -4.4628 -1.3272 1.9568
N -3.6647 -1.4821 0.7405
C -2.3394 -1.9083 0.8199
C -1.3761 -1.4833 -0.0635
C -0.0388 -2.1082 -0.1465
C 0.3744 -2.8244 1.1448
C -0.7619 -3.7257 1.6026
C -2.0326 -2.9327 1.8942
H -4.4544 -2.5325 -4.6316
H -4.6762 -0.8001 -4.2243
H -3.0614 -1.5713 -4.0260
H -4.4014 -3.0539 -0.4611
H -6.3948 -0.9262 -0.6718
H -6.5059 -2.5643 0.0293
H -6.0571 0.0306 1.4411
H -6.6189 -1.5184 2.1190
H -4.0640 -0.5351 2.6058
H -4.4723 -2.2592 2.5499
H -1.6262 -0.7489 -0.8263
H -0.0224 -2.8485 -0.9687
H 0.7138 -1.3582 -0.4044
H 1.2751 -3.4206 0.9612
H 0.6123 -2.0843 1.9210
H -0.9850 -4.4449 0.8048
H -0.4791 -4.3035 2.4844
H -1.9516 -2.4340 2.8756
H -2.8681 -3.6466 1.9788
C -1.1656 1.0578 -7.4098
N -1.4495 2.0103 -6.3583
C -2.2096 3.1675 -6.7835
C -1.1051 1.7883 -5.0581
C -1.5332 2.6676 -4.0217
C -1.0741 2.5224 -2.7316
C -0.1780 1.4812 -2.3696
C 0.3822 1.4614 -1.0421
C 1.5178 0.7612 -0.6660
C 2.1248 0.7304 0.6268
C 3.4181 0.0822 0.8005
C 4.2186 -0.2819 -0.3166
C 5.4283 -0.9267 -0.1710
C 5.9797 -1.1351 1.1183
N 7.2154 -1.6940 1.2680
C 7.9015 -1.6733 2.5429
C 7.7635 -2.6152 0.2975
C 5.2350 -0.7181 2.2504
C 3.9540 -0.2223 2.0843
C 1.4790 1.3907 1.7576
C 0.0730 1.4049 1.9088
C -0.5404 2.1275 2.9220
C 0.2410 2.6983 3.9523
N -0.3447 3.3736 5.0168
C -0.3245 2.8093 6.3503
C -1.2938 4.4494 4.8086
C 1.6509 2.5876 3.8873
C 2.2413 2.0462 2.7634
C 0.1741 0.5411 -3.3768
C -0.2516 0.7074 -4.6895
H -1.2728 0.0262 -7.0570
H -1.8740 1.2489 -8.2203
H -0.1491 1.1818 -7.8062
H -2.0926 3.9999 -6.0863
H -1.8378 3.4770 -7.7662
H -3.2784 2.9264 -6.8890
H -2.2267 3.4798 -4.2424
H -1.3699 3.2368 -1.9622
H -0.0265 2.2071 -0.3569
H 2.0231 0.2086 -1.4608
H 3.9066 -0.0382 -1.3297
H 5.9811 -1.2272 -1.0604
H 7.7365 -0.7106 3.0398
H 7.5508 -2.4754 3.2123
H 8.9739 -1.8046 2.3593
H 7.2566 -2.5188 -0.6628
H 8.8303 -2.4032 0.1601
H 7.6565 -3.6581 0.6328
H 5.6518 -0.8217 3.2521
H 3.3666 -0.0423 2.9833
H -0.5424 0.8409 1.2043
H -1.6297 2.2091 2.9614
H 0.4708 2.0574 6.4155
H -0.1492 3.6070 7.0844
H -1.2913 2.3288 6.5808
H -1.0607 4.9777 3.8743
H -2.3300 4.0792 4.7650
H -1.2151 5.1542 5.6472
H 2.2515 2.9944 4.7055
H 3.3252 2.1077 2.6688
H 0.8167 -0.3043 -3.1166
H 0.0859 0.0183 -5.4609
*
```

Atom charges from the Löwdin analysis, given in e for atoms 1 to 4: C -0.04; O -0.03; C -0.45; O 0.09

# 2
Molecular formula: C39H52N6PdSTe
Method: DFT, ωB97M-V/def2-TZVPD

Results
**LUMO energy**: 3.47 eV
**Frontier orbital gap**: 3.2092 eV

The geometry in ORCA input format:
```
! RIJCOSX wB97M-V def2-TZVPD def2/J DEFGRID3
* xyz -2 1
Pd -0.4216 0.6587 -0.4772
C 6.7890 0.8891 1.3972
C 6.3709 0.1812 0.1027
C 6.9047 0.9386 -1.1213
C 6.9882 -1.2190 0.0994
C 4.8566 0.1792 -0.0081
C 4.1691 1.4022 0.0324
C 2.8083 1.4155 -0.2187
N 2.0943 0.3378 -0.4767
C 2.7126 -0.8592 -0.4448
C 4.1055 -0.9507 -0.2238
C 1.9251 -2.0403 -0.6837
C 2.4045 -3.2980 -0.2621
C 1.7585 -4.4680 -0.5813
C 0.5878 -4.3317 -1.3543
C 0.1521 -3.0544 -1.6842
N 0.7454 -1.9253 -1.3472
C 2.2811 -5.8185 -0.1043
C 1.5128 -6.2227 1.1604
C 2.1038 -6.8960 -1.1824
C 3.7791 -5.7368 0.2281
H 7.8734 0.8900 1.5119
H 6.3495 0.3834 2.2541
H 6.4451 1.9185 1.4075
H 7.9945 0.9648 -1.1238
H 6.5295 1.9583 -1.1384
H 6.5662 0.4447 -2.0312
H 8.0701 -1.1398 0.2141
H 6.7860 -1.7292 -0.8393
H 6.5997 -1.8199 0.9180
H 4.6807 2.3371 0.2058
H 2.2769 2.3573 -0.2137
H 4.5832 -1.9152 -0.2914
H 3.2809 -3.3070 0.3641
H 0.0115 -5.1868 -1.6771
H -0.7471 -2.9592 -2.2889
H 0.4478 -6.2968 0.9559
H 1.6546 -5.4738 1.9365
H 1.8678 -7.1827 1.5335
H 1.0542 -7.0872 -1.3880
H 2.5534 -7.8326 -0.8511
H 2.5951 -6.5875 -2.1038
H 3.9434 -5.1983 1.1587
H 4.3179 -5.2242 -0.5675
H 4.2022 -6.7353 0.3432
C -7.2285 6.0555 0.5210
C -6.1049 5.1764 0.0419
C -4.7730 5.5421 0.1630
C -3.7475 4.7532 -0.3364
C -2.3366 5.2130 -0.1810
C -4.0288 3.5426 -0.9800
Te -2.5374 2.4382 -2.0064
C -5.3682 3.1493 -1.0513
C -5.7453 1.8454 -1.6820
C -6.3774 3.9559 -0.5542
H -6.8671 7.0496 0.7794
H -7.7103 5.6308 1.4042
H -7.9949 6.1628 -0.2503
H -4.5223 6.4802 0.6462
H -2.2821 6.1890 0.3024
H -1.8463 5.2751 -1.1534
H -1.7742 4.4980 0.4179
H -5.4907 1.8543 -2.7422
H -6.8088 1.6297 -1.5649
H -5.1709 1.0400 -1.2273
H -7.4085 3.6301 -0.6510
C -3.4450 -0.4233 1.3080
N -4.4646 -1.4874 1.3675
C -4.8149 -1.8632 0.0022
N -3.6703 -2.3193 -0.7702
C -2.6872 -1.2245 -0.7783
N -2.2811 -0.8670 0.5760
C -1.7126 -2.0284 1.2289
N -2.6821 -3.1380 1.2906
C -3.8590 -2.6517 1.9995
C -3.0844 -3.4564 -0.0779
H -3.1594 -0.1599 2.3310
H -3.8754 0.4557 0.8200
H -5.2560 -0.9985 -0.4982
H -5.5600 -2.6696 0.0458
H -3.1310 -0.3443 -1.2617
H -1.7997 -1.5172 -1.3429
H -1.4176 -1.7696 2.2505
H -0.8309 -2.3581 0.6761
H -3.5671 -2.3855 3.0202
H -4.6017 -3.4611 2.0374
H -3.8276 -4.2658 -0.0430
H -2.2068 -3.8005 -0.6301
S -0.3114 2.5360 2.0453
C 0.4837 3.7830 1.1762
C 1.0350 4.9146 1.8014
C 1.6866 5.8803 1.0616
C 1.8042 5.7682 -0.3179
C 1.2601 4.6568 -0.9535
C 0.6176 3.6842 -0.2223
H 0.9477 5.0177 2.8770
H 2.1268 6.7418 1.5612
H 2.3122 6.5373 -0.8902
H 1.3574 4.5443 -2.0284
H 0.1765 2.7940 -0.6992
*
```

Atom charges from the Löwdin analysis, given in e for atoms 1 to 4: Pd 0.03; C -0.05; C -0.56; C -0.05

# 3
Molecular formula: C39H53Cl3N2O6SSeTl
Method: DFT, ωB97M-V/def2-TZVPD

Results
**LUMO energy (alpha / beta)**: 0.40 / -0.09 eV
**Frontier orbital gap (alpha / beta)**: 5.9086 / 5.0879 eV
**Energy above the lowest of the compared OMol25 structures with the same formula, charge and spin**: 31.1 kcal/mol

The geometry in ORCA input format:
```
! RIJCOSX wB97M-V def2-TZVPD def2/J DEFGRID3
* xyz -1 1
Tl -1.2527 0.7823 -1.9124
C -1.7361 3.2588 5.5651
C -1.0284 2.0708 4.9026
C 0.4901 2.2449 5.0357
C -1.4335 0.8021 5.6522
C -1.3966 2.0079 3.4238
C -1.9337 0.8864 2.8155
C -2.2344 0.9073 1.4627
Se -2.8227 -0.6452 0.5061
C -1.3008 -1.7743 0.7162
C -0.7268 -2.1163 1.9155
C 0.4592 -2.8454 1.9460
C 1.0512 -3.2304 0.7314
C 0.5392 -2.9418 -0.5089
C -0.7283 -2.2202 -0.5479
O -1.3185 -1.9285 -1.6223
C 1.2826 -3.4070 -1.7589
C 0.9222 -2.6749 -3.0525
C 0.9816 -4.9008 -1.9583
C 2.7974 -3.2302 -1.5590
C 1.1626 -3.2040 3.2496
C 2.5253 -2.4956 3.2836
C 1.3728 -4.7229 3.3218
C 0.3681 -2.7684 4.4794
C -2.0991 2.0617 0.6537
O -2.5464 2.0577 -0.5748
C -1.4883 3.1912 1.2618
C -1.1792 3.1196 2.6090
C -1.1337 4.5001 0.5417
C -1.4318 4.5395 -0.9585
C -1.9048 5.6567 1.1926
C 0.3751 4.7452 0.6919
H -1.4981 3.2984 6.6294
H -2.8168 3.1712 5.4567
H -1.4319 4.2037 5.1186
H 0.7856 2.2675 6.0865
H 0.8240 3.1717 4.5713
H 1.0132 1.4227 4.5468
H -1.1727 0.8996 6.7071
H -0.9178 -0.0749 5.2651
H -2.5065 0.6223 5.5862
H -2.1416 -0.0059 3.3859
H -1.1865 -1.7964 2.8368
H 1.9813 -3.7776 0.7802
H -0.0946 -2.8779 -3.3723
H 1.6126 -3.0060 -3.8287
H 1.0334 -1.5915 -2.9588
H -0.0798 -5.0578 -2.1511
H 1.2630 -5.4861 -1.0812
H 1.5397 -5.2676 -2.8199
H 3.0373 -2.2047 -1.2713
H 3.2998 -3.4412 -2.5026
H 3.2066 -3.9017 -0.8036
H 3.1313 -2.7430 2.4145
H 3.0768 -2.7929 4.1771
H 2.3946 -1.4132 3.3026
H 2.0079 -5.0866 2.5170
H 0.4204 -5.2500 3.2627
H 1.8503 -4.9825 4.2678
H 0.2529 -1.6862 4.5163
H 0.8996 -3.0751 5.3808
H -0.6226 -3.2223 4.5042
H -0.7385 3.9965 3.0668
H -2.4820 4.3770 -1.1781
H -0.8465 3.7937 -1.4913
H -1.1374 5.5242 -1.3310
H -2.9802 5.4986 1.1057
H -1.6568 6.5962 0.6961
H -1.6656 5.7655 2.2502
H 0.9266 3.9246 0.2347
H 0.6761 4.8287 1.7357
H 0.6521 5.6734 0.1888
C 2.8905 1.1354 -1.1704
C 1.5717 0.6277 -0.5964
C 1.5995 0.5748 0.9260
O 0.5352 1.4966 -1.0000
H 3.7107 0.4546 -0.9356
H 3.1274 2.1167 -0.7586
H 2.8162 1.2227 -2.2530
H 1.4095 -0.3911 -0.9840
H 1.7368 1.5814 1.3251
H 2.4111 -0.0600 1.2846
H 0.6562 0.1922 1.3176
N -0.8485 1.7992 -4.2596
C -0.0226 0.8190 -4.8650
C -0.5774 -0.3386 -5.3919
C 0.2474 -1.3116 -5.9344
C 1.6219 -1.1618 -5.9249
C 2.1712 -0.0043 -5.3939
C 1.3596 0.9850 -4.8703
S 2.6958 -2.4753 -6.5114
O 1.8217 -3.3265 -7.3031
O 3.7342 -1.7826 -7.2559
O 3.1704 -3.0989 -5.2783
H -0.4220 2.7160 -4.2306
H -1.7926 1.8415 -4.6176
H -1.6522 -0.4743 -5.3831
H -0.1669 -2.2168 -6.3542
H 3.2458 0.1127 -5.3994
H 1.7942 1.8850 -4.4515
Cl -5.7084 -2.0202 -3.9896
C -5.8602 -0.3770 -3.3480
Cl -7.3956 0.3406 -3.8694
Cl -5.7297 -0.3746 -1.5907
C -4.7698 0.4306 -3.9022
N -3.9217 1.0611 -4.3359
*
```

Atom charges from the Löwdin analysis, given in e for atoms 1 to 4: Tl 1.05; C -0.05; C -0.55; C -0.04

# 4
Molecular formula: C39H53F6O4P2SbSiZn
Method: DFT, ωB97M-V/def2-TZVPD

Results
**Expectation value of S²**: 0.76
**LUMO energy (alpha / beta)**: -2.44 / -5.94 eV
**Frontier orbital gap (alpha / beta)**: 9.0511 / 5.9157 eV
**Energy above the lowest of the compared OMol25 structures with the same formula, charge and spin**: 0.0 kcal/mol

The geometry in ORCA input format:
```
! RIJCOSX wB97M-V def2-TZVPD def2/J DEFGRID3
* xyz 1 2
Zn -0.9121 -0.4550 1.0038
C -3.4288 -2.6738 -1.1721
C -2.2547 -3.5500 -0.6935
P -0.6327 -2.7454 -0.8075
C 0.6355 -3.6159 0.0478
C 1.9788 -3.4743 -0.3369
C 2.9671 -4.0822 0.4097
C 2.6337 -4.8187 1.5424
C 1.3066 -4.9535 1.9345
C 0.3076 -4.3468 1.2018
C -0.2551 -2.3208 -2.4912
C 0.7971 -1.4452 -2.7745
C 1.1067 -1.1710 -4.0960
C 0.3665 -1.7346 -5.1261
C -0.6938 -2.5862 -4.8432
C -1.0092 -2.8815 -3.5299
C -4.0544 -1.7864 -0.0931
P -3.1360 -0.2566 0.3003
C -3.1450 0.6863 -1.2392
C -1.9768 0.7966 -1.9902
C -2.0046 1.4435 -3.2191
C -3.1889 1.9900 -3.6875
C -4.3527 1.8979 -2.9306
C -4.3346 1.2454 -1.7105
C -4.1436 0.6325 1.4986
C -3.7399 1.9269 1.8350
C -4.4387 2.6440 2.7864
C -5.5377 2.0709 3.4176
C -5.9332 0.7840 3.0954
C -5.2359 0.0586 2.1369
H -4.2084 -3.3530 -1.5200
H -3.1455 -2.0735 -2.0398
H -2.1821 -4.4625 -1.2931
H -2.4003 -3.8590 0.3420
H 2.2454 -2.8994 -1.2118
H 4.0017 -3.9800 0.1121
H 3.4155 -5.2850 2.1272
H 1.0511 -5.5106 2.8252
H -0.7164 -4.4226 1.5433
H 1.3576 -0.9623 -1.9827
H 1.9294 -0.5062 -4.3207
H 0.6139 -1.5081 -6.1548
H -1.2694 -3.0273 -5.6455
H -1.8236 -3.5628 -3.3251
H -4.1890 -2.3472 0.8306
H -5.0396 -1.4532 -0.4305
H -1.0340 0.4128 -1.6140
H -1.0923 1.5332 -3.7948
H -3.2073 2.5024 -4.6404
H -5.2720 2.3388 -3.2918
H -5.2389 1.1838 -1.1152
H -2.8746 2.3711 1.3566
H -4.1260 3.6470 3.0441
H -6.0808 2.6310 4.1670
H -6.7823 0.3350 3.5922
H -5.5515 -0.9503 1.9080
F -0.1160 -1.8254 2.3788
Sb -1.4386 -1.9568 3.8314
F -0.2009 -1.2812 5.0427
F -2.5728 -2.5637 2.4203
F -2.8796 -1.8785 5.0000
F -0.9319 -3.7286 4.1350
F -1.7665 -0.1850 3.1374
C 1.6212 0.9778 3.5594
C 2.8063 0.8502 2.6146
C 3.1129 -0.6119 2.3056
C 4.0281 1.5382 3.2053
O 2.4778 1.5710 1.4117
Si 1.8343 1.1068 -0.0098
O 0.6087 0.0698 0.1503
O 2.8855 0.3309 -1.0056
C 4.1193 0.8030 -1.5812
C 4.8463 -0.4497 -2.0478
C 4.9528 1.5434 -0.5441
C 3.8200 1.7252 -2.7569
O 1.4103 2.4785 -0.7953
C 0.7741 3.6678 -0.3048
C 0.2462 4.3949 -1.5336
C -0.3814 3.2916 0.6176
C 1.8041 4.5247 0.4195
H 1.8009 0.4456 4.4937
H 0.7233 0.5569 3.1054
H 1.4336 2.0286 3.7856
H 3.4028 -1.1338 3.2192
H 3.9350 -0.6823 1.5903
H 2.2410 -1.1148 1.8850
H 4.2955 1.0852 4.1610
H 3.8201 2.5961 3.3686
H 4.8811 1.4552 2.5316
H 5.0097 -1.1208 -1.2026
H 5.8126 -0.2008 -2.4869
H 4.2476 -0.9760 -2.7937
H 5.1720 0.8983 0.3079
H 4.4315 2.4301 -0.1795
H 5.8976 1.8584 -0.9886
H 3.2044 1.2221 -3.5035
H 4.7519 2.0309 -3.2350
H 3.2853 2.6125 -2.4216
H -0.4896 3.7783 -2.0527
H 1.0657 4.6102 -2.2200
H -0.2253 5.3371 -1.2506
H -1.0843 2.6619 0.0646
H -0.9091 4.1854 0.9556
H -0.0207 2.7538 1.4980
H 2.6207 4.7724 -0.2609
H 2.2124 3.9900 1.2760
H 1.3520 5.4555 0.7654
*
```

Atom charges from the Löwdin analysis, given in e for atoms 1 to 4: Zn 0.59; C -0.26; C -0.29; P 1.19

In order of appearance, calculated total energy = -1885.93218; -2639.90564; -6431.54922; -5410.04891 Ha.